DFT (the ωB97M-V functional and the def2-TZVPD basis) results for a molecular structure, C30H23ClN2O6PTl in a non-equilibrium geometry.

Each line ends with the natural charge from an NBO analysis.
Element x y z (Å)
C  -1.227  -1.867  2.380  -0.406
C  -1.310  -2.269  1.014  -0.394
C  0.016  -2.423  0.517  -0.389
H  -2.230  -2.437  0.451  0.186
C  0.918  -2.141  1.584  -0.339
C  0.157  -1.809  2.733  -0.305
H  0.558  -1.595  3.720  0.196
H  -2.065  -1.677  3.051  0.207
H  0.296  -2.715  -0.495  0.174
H  2.005  -2.193  1.542  0.198
Tl  -1.314  1.118  1.137  0.807
Cl  0.971  0.438  -0.917  -0.130
P  0.338  0.404  -2.878  1.544
C  1.366  -0.838  -3.679  -0.465
C  0.868  -1.590  -4.765  -0.112
H  -0.186  -1.524  -5.045  0.224
C  1.722  -2.418  -5.494  -0.228
H  1.332  -2.986  -6.340  0.231
C  3.071  -2.527  -5.141  -0.158
H  3.738  -3.163  -5.726  0.232
C  3.546  -1.848  -4.014  -0.204
H  4.587  -1.972  -3.711  0.236
C  2.703  -1.019  -3.275  -0.149
H  3.078  -0.492  -2.396  0.244
C  -1.392  -0.006  -3.073  -0.389
C  -1.892  -1.186  -2.491  -0.176
H  -1.301  -1.701  -1.730  0.270
C  -3.116  -1.701  -2.909  -0.204
H  -3.491  -2.622  -2.461  0.241
C  -3.855  -1.054  -3.906  -0.160
H  -4.787  -1.489  -4.266  0.230
C  -3.407  0.166  -4.416  -0.210
H  -3.996  0.693  -5.166  0.229
C  -2.204  0.716  -3.976  -0.194
H  -1.881  1.690  -4.345  0.232
C  0.611  2.062  -3.492  -0.363
C  1.321  2.284  -4.689  -0.195
H  1.812  1.452  -5.198  0.235
C  1.389  3.573  -5.219  -0.207
H  1.941  3.744  -6.144  0.231
C  0.770  4.642  -4.564  -0.169
H  0.837  5.649  -4.980  0.231
C  0.098  4.427  -3.356  -0.192
H  -0.357  5.265  -2.826  0.234
C  0.024  3.146  -2.810  -0.198
H  -0.480  2.987  -1.854  0.238
O  -1.159  1.821  3.533  -0.837
C  -0.035  1.285  3.864  0.754
O  0.912  1.005  3.090  -0.702
C  0.063  0.913  5.328  -0.162
C  1.004  -0.037  5.749  -0.043
C  0.976  -0.562  7.062  -0.022
C  0.059  -0.082  8.003  -0.129
C  -0.832  0.925  7.611  -0.009
C  -0.840  1.414  6.287  -0.093
N  -1.764  1.463  8.575  0.506
O  -1.745  1.024  9.747  -0.376
O  -2.554  2.360  8.204  -0.373
N  1.809  -1.680  7.407  0.503
O  2.551  -2.172  6.530  -0.364
O  1.758  -2.133  8.569  -0.379
H  1.742  -0.415  5.045  0.265
H  0.051  -0.472  9.014  0.278
H  -1.576  2.154  6.001  0.269

Output
**E_tot**: -2691.734881 Eh
**ΔE to the lowest compared entry with this formula, charge and spin**: 0.0000 eV
**HOMO energy**: -6.0 eV
**HOMO-LUMO gap**: 0.16073 Eh
**LUMO**: -1.60 eV

---

DFT (the ωB97M-V functional and the def2-TZVPD basis) results for a molecular structure, C30H23ClN2O6PZr in a non-equilibrium geometry.

Each line ends with the natural charge from an NBO analysis.
Element x y z (Å)
C  -0.776  0.643  2.217  -0.409
C  -0.418  1.369  1.052  -0.220
C  -1.573  1.491  0.240  -0.208
H  0.514  1.882  0.868  0.276
C  -2.632  0.781  0.820  -0.239
C  -2.156  0.200  2.069  -0.560
H  -2.733  -0.409  2.761  0.270
H  -0.180  0.553  3.126  0.275
H  -1.614  2.125  -0.644  0.272
H  -3.679  0.798  0.523  0.272
Zr  -1.028  -1.329  0.884  2.009
Cl  -2.153  -1.937  -1.171  -0.388
P  1.565  1.099  -2.635  0.900
C  0.218  1.847  -3.460  -0.292
C  0.459  3.125  -4.011  -0.217
H  1.406  3.625  -3.813  0.227
C  -0.537  3.728  -4.777  -0.204
H  -0.340  4.694  -5.224  0.225
C  -1.759  3.103  -4.976  -0.204
H  -2.517  3.561  -5.597  0.226
C  -2.020  1.873  -4.374  -0.196
H  -2.982  1.392  -4.501  0.221
C  -1.052  1.242  -3.597  -0.239
H  -1.240  0.307  -3.061  0.222
C  2.685  2.156  -1.828  -0.372
C  2.251  3.319  -1.135  -0.248
H  1.175  3.503  -1.016  0.210
C  3.202  4.144  -0.576  -0.146
H  2.867  5.070  -0.107  0.212
C  4.550  3.824  -0.586  -0.237
H  5.274  4.477  -0.152  0.223
C  4.955  2.613  -1.167  -0.185
H  5.992  2.333  -1.148  0.223
C  4.034  1.770  -1.758  -0.210
H  4.322  0.775  -2.128  0.226
C  2.172  -0.366  -3.370  -0.403
C  2.355  -0.248  -4.759  -0.181
H  1.997  0.655  -5.269  0.224
C  2.974  -1.275  -5.465  -0.201
H  3.150  -1.158  -6.523  0.225
C  3.372  -2.446  -4.809  -0.187
H  3.869  -3.228  -5.355  0.226
C  3.116  -2.594  -3.450  -0.220
H  3.402  -3.519  -2.940  0.222
C  2.507  -1.584  -2.716  -0.128
H  2.250  -1.683  -1.657  0.209
O  2.361  -3.247  2.508  -0.498
C  1.232  -2.864  2.204  0.761
O  0.884  -1.967  1.267  -0.817
C  0.044  -3.378  2.993  -0.081
C  -1.274  -3.321  2.443  -0.343
C  -2.379  -3.546  3.304  0.150
C  -2.197  -3.814  4.658  -0.186
C  -0.903  -3.792  5.191  0.161
C  0.216  -3.620  4.347  -0.129
N  -0.731  -3.864  6.611  0.460
O  -1.743  -4.030  7.329  -0.326
O  0.411  -3.752  7.097  -0.314
N  -3.703  -3.385  2.768  0.473
O  -3.834  -2.917  1.608  -0.361
O  -4.688  -3.711  3.459  -0.281
H  -1.478  -3.306  1.333  0.223
H  -3.046  -4.009  5.299  0.306
H  1.226  -3.615  4.752  0.300

Output
**Charge**: +1
**E_tot**: -2566.122877 Eh
**HOMO energy**: -9.0 eV
**HOMO-LUMO gap**: 0.10849 Eh
**LUMO**: -6.04 eV

---

DFT (the ωB97M-V functional and the def2-TZVPD basis) results for a molecular structure, C30H23F15GeO3STi in a non-equilibrium geometry.

Each line ends with the Mulliken spin population.
Element x y z (Å)
Ti  -0.427  -1.017  -0.440  1.931
C  -1.886  -0.998  -3.666  0.007
O  -0.831  -1.442  -2.809  0.011
C  0.030  -2.348  -3.485  -0.003
C  1.142  -2.755  -2.536  0.018
O  0.653  -2.845  -1.202  0.005
C  -0.049  -4.055  -0.898  0.010
C  -0.801  -3.831  0.389  0.002
O  -1.655  -2.690  0.243  -0.012
C  -3.012  -3.026  -0.041  0.017
H  -1.478  -0.380  -4.472  0.000
H  -2.568  -0.413  -3.065  -0.003
H  -2.400  -1.858  -4.102  0.001
H  0.466  -1.877  -4.369  -0.003
H  -0.555  -3.210  -3.817  0.000
H  1.925  -2.006  -2.515  -0.015
H  1.578  -3.705  -2.850  0.003
H  0.669  -4.868  -0.780  0.002
H  -0.738  -4.304  -1.710  -0.006
H  -0.105  -3.593  1.183  -0.009
H  -1.382  -4.715  0.651  0.003
H  -3.449  -3.536  0.817  0.001
H  -3.074  -3.671  -0.921  -0.004
H  -3.547  -2.105  -0.224  -0.002
C  3.175  -3.527  2.517  0.006
C  2.436  -2.301  3.075  -0.010
C  3.463  -1.257  3.540  0.005
C  1.566  -2.729  4.264  0.002
C  1.577  -1.738  2.012  0.045
C  0.868  -1.275  1.125  -0.008
H  3.790  -3.990  3.296  0.000
H  3.822  -3.238  1.686  -0.001
H  2.464  -4.273  2.152  -0.002
H  4.199  -1.718  4.207  0.000
H  2.971  -0.449  4.088  0.000
H  3.988  -0.826  2.686  -0.002
H  2.184  -3.198  5.037  0.000
H  0.802  -3.444  3.949  -0.001
H  1.061  -1.865  4.701  0.000
F  -1.169  0.786  2.560  0.000
C  0.002  1.367  2.330  -0.060
C  0.294  1.895  1.081  0.010
C  1.528  2.500  0.948  0.052
F  1.897  3.069  -0.215  0.000
C  2.447  2.556  1.978  0.002
F  3.645  3.119  1.801  0.000
C  2.114  2.023  3.201  0.008
F  2.980  2.072  4.205  0.000
C  0.884  1.430  3.383  -0.013
F  0.580  0.903  4.570  0.000
Ge  -1.087  1.968  -0.335  0.028
S  -2.488  0.343  -0.493  -0.016
C  -2.118  3.610  0.133  0.020
C  -2.057  4.335  1.316  0.005
F  -1.052  4.201  2.184  0.000
C  -3.019  5.267  1.664  0.002
F  -2.926  5.947  2.805  0.000
C  -4.082  5.497  0.821  0.000
F  -5.010  6.387  1.149  0.000
C  -4.179  4.808  -0.369  -0.001
F  -5.205  5.041  -1.187  0.000
C  -3.210  3.882  -0.684  -0.005
F  -3.363  3.225  -1.842  -0.003
C  -0.095  2.213  -2.042  -0.089
C  -0.240  3.272  -2.923  -0.006
F  -0.994  4.329  -2.615  0.000
C  0.400  3.312  -4.150  0.004
F  0.248  4.348  -4.964  0.000
C  1.206  2.270  -4.532  0.000
F  1.799  2.285  -5.714  0.000
C  1.400  1.211  -3.671  -0.004
F  2.198  0.200  -4.020  0.000
C  0.756  1.222  -2.456  0.069
F  1.043  0.181  -1.632  0.011

Output
**E_tot**: -6205.129125 Eh
**ΔE to the lowest compared entry with this formula, charge and spin**: 0.0000 eV
**Spin multiplicity**: 3
**HOMO energy (alpha / beta)**: -6.2 / -8.5 eV
**HOMO-LUMO gap (alpha / beta)**: 0.22446 / 0.30657 Eh
**LUMO (alpha / beta)**: -0.10 / -0.11 eV

---

DFT (the ωB97M-V functional and the def2-TZVPD basis) results for a molecular structure, C30H23F3N8O3STi in a non-equilibrium geometry.

Each line ends with the Mulliken spin population.
Element x y z (Å)
Ti  0.382  -0.028  0.151  0.823
C  0.786  1.447  4.548  0.002
C  0.644  0.234  5.191  0.001
C  0.130  -0.846  4.482  0.003
C  -0.203  -0.657  3.159  -0.003
N  -0.012  0.501  2.513  0.014
C  0.456  1.534  3.203  0.014
C  -0.850  -1.692  2.315  0.048
C  -1.475  -2.818  2.822  -0.014
C  -2.164  -3.645  1.961  0.022
C  -2.250  -3.314  0.618  -0.011
C  -1.595  -2.188  0.170  0.046
N  -0.885  -1.411  1.003  -0.038
C  -1.682  -1.664  -1.222  0.025
C  -2.343  -2.309  -2.241  -0.001
C  -2.432  -1.687  -3.481  0.007
C  -1.879  -0.433  -3.645  -0.002
C  -1.220  0.140  -2.574  0.022
N  -1.100  -0.470  -1.393  -0.023
H  1.175  2.315  5.062  0.000
H  0.933  0.119  6.227  0.000
H  0.002  -1.810  4.956  0.000
H  0.581  2.461  2.659  0.002
H  -1.450  -3.020  3.883  0.000
H  -2.667  -4.527  2.337  0.000
H  -2.832  -3.918  -0.063  0.001
H  -2.778  -3.286  -2.083  0.000
H  -2.934  -2.180  -4.303  0.000
H  -1.933  0.097  -4.586  0.000
H  -0.767  1.118  -2.661  -0.001
N  1.841  3.007  0.252  0.000
C  0.535  3.041  -0.027  -0.014
N  -0.297  2.024  0.168  -0.035
C  -1.621  2.439  -0.113  -0.003
C  -2.771  1.693  0.115  0.040
C  -3.998  2.233  -0.225  0.005
C  -4.092  3.511  -0.780  0.000
C  -2.956  4.278  -0.971  0.000
C  -1.731  3.727  -0.616  -0.003
S  -0.165  4.482  -0.675  0.000
H  2.285  2.142  0.537  0.004
H  2.438  3.750  -0.072  0.000
H  -2.702  0.714  0.570  0.010
H  -4.900  1.661  -0.046  0.000
H  -5.060  3.913  -1.047  0.000
H  -3.021  5.281  -1.372  0.000
C  3.393  -1.986  -1.741  0.001
C  1.933  -2.265  -1.984  0.003
O  1.122  -2.029  -0.791  0.000
H  3.942  -2.090  -2.678  0.000
H  3.817  -2.693  -1.024  0.000
H  3.537  -0.976  -1.362  0.000
H  1.765  -3.298  -2.285  0.000
H  1.514  -1.622  -2.752  -0.002
H  1.489  -2.565  -0.073  0.003
F  3.395  -1.932  3.703  0.000
C  3.197  -1.773  2.403  0.001
F  4.283  -2.167  1.731  0.000
F  2.172  -2.588  2.041  0.001
C  2.904  -0.303  2.080  -0.005
O  3.480  0.550  2.699  0.006
O  2.115  -0.127  1.064  0.012
N  1.490  0.662  -1.443  0.013
C  1.690  1.153  -2.478  0.013
C  1.860  1.719  -3.722  0.007
C  1.713  0.858  -4.852  0.000
N  1.536  0.100  -5.704  0.002
C  2.053  3.133  -3.784  0.000
N  2.174  4.279  -3.752  0.002

Output
**Charge**: +1
**E_tot**: -3368.038535 Eh
**ΔE to the lowest compared entry with this formula, charge and spin**: 0.4989 eV
**Spin multiplicity**: 2
**HOMO energy (alpha / beta)**: -10.6 / -10.7 eV
**HOMO-LUMO gap (alpha / beta)**: 0.25082 / 0.24048 Eh
**LUMO (alpha / beta)**: -3.80 / -4.17 eV

---

Summary of molecular weight in u
778.332 665.173 869.025 680.495
(order as listed above)